Density functional theory data (ωB97M-V/def2-TZVPD) for a structure of composition C32H25AsBiF5N3O9S2.

As for the spin multiplicity: 1. As for the net charge: -1.

```
78
Properties=species:S:1:pos:R:3:forces:R:3:mulliken_charge:R:1
Bi 1.213268 -0.395844 0.756482 -0.25 0.19 0.05 2.08
C 4.692851 0.260109 -0.583670 -0.16 -0.06 -0.08 -0.99
O 3.343142 0.438335 -1.029354 0.22 -0.14 0.24 0.11
C 3.041423 0.121765 -2.313972 0.29 0.12 0.24 0.16
C 3.969146 -0.322659 -3.248126 0.10 -0.06 -0.02 -0.88
C 3.568509 -0.589879 -4.549232 -0.12 0.03 -0.02 -0.61
C 2.241064 -0.420068 -4.923443 0.09 0.00 0.04 -0.94
C 1.324585 0.029881 -3.985757 -0.23 -0.01 0.14 -0.13
C 1.713202 0.311787 -2.682140 -0.42 0.11 0.07 0.34
N 0.807575 0.742187 -1.640059 0.68 -0.67 -0.28 1.06
N -0.231869 1.256389 -2.075166 -0.56 0.49 -0.38 -0.98
C -1.233592 1.663561 -1.213567 -0.36 0.03 0.00 -0.08
C -1.140026 1.681263 0.188193 0.02 0.05 -0.08 -0.04
O -0.055759 1.440200 0.851490 0.18 -0.23 -0.02 -0.24
C -2.312509 2.011899 0.953467 0.10 -0.02 -0.02 -0.31
C -3.465419 2.367994 0.347474 -0.19 0.03 -0.14 -1.26
C -3.573232 2.447317 -1.078455 -0.05 0.02 0.14 0.95
C -4.769318 2.866431 -1.700816 0.01 -0.01 0.04 -0.86
C -4.863356 2.953742 -3.063770 0.02 0.00 -0.04 -0.53
C -3.748055 2.611832 -3.853012 -0.03 0.00 0.00 -0.70
C -2.580053 2.188006 -3.273266 0.04 -0.02 0.12 -0.45
C -2.456578 2.096443 -1.862828 0.26 -0.10 -0.03 0.86
H 5.372393 0.876780 -1.172874 0.00 0.02 -0.04 0.35
H 4.969899 -0.790903 -0.646504 0.04 -0.12 -0.05 0.42
H 4.717495 0.601149 0.444115 0.01 -0.10 -0.13 0.17
H 5.000568 -0.472766 -2.964506 -0.02 0.02 0.02 0.40
H 4.302605 -0.936855 -5.268275 -0.07 -0.01 0.05 0.39
H 1.918344 -0.654241 -5.931296 0.02 0.03 0.07 0.37
H 0.277017 0.139547 -4.235078 0.03 0.03 -0.02 0.38
H -2.224724 1.935891 2.033358 0.02 0.05 -0.09 0.40
H -4.342770 2.603285 0.943854 0.04 0.00 -0.04 0.34
H -5.617721 3.122592 -1.073768 0.04 0.00 -0.01 0.39
H -5.783493 3.284703 -3.532352 0.06 -0.03 0.03 0.37
H -3.815501 2.684528 -4.934400 0.02 -0.01 0.10 0.39
H -1.725863 1.927838 -3.883063 -0.04 0.01 0.01 0.40
F -1.580355 -6.684651 -2.248067 -0.25 -0.22 -0.15 -0.33
C -0.651419 -5.895028 -1.708302 0.02 0.01 0.03 0.76
C -0.582083 -4.563449 -2.044285 0.07 0.20 0.00 -0.17
F -1.452355 -4.060513 -2.925710 -0.11 0.09 -0.13 -0.34
C 0.383937 -3.757892 -1.473703 -0.05 -0.05 -0.06 0.07
F 0.410367 -2.485512 -1.863321 0.05 0.40 -0.17 -0.05
C 1.310109 -4.213008 -0.538569 0.06 0.21 0.04 -0.19
S 2.489427 -3.173754 0.221031 0.00 0.06 0.01 -0.42
C 1.205187 -5.567326 -0.236402 -0.03 -0.14 0.03 0.56
F 2.041762 -6.120330 0.642881 0.14 -0.13 0.17 -0.37
C 0.254266 -6.396298 -0.802144 0.16 0.02 0.14 0.19
F 0.197621 -7.690475 -0.468423 0.01 -0.20 0.07 -0.33
O -1.089384 0.867606 4.471245 0.10 -0.26 0.03 -0.73
As 0.611340 0.716088 3.910540 -0.16 -0.51 0.83 0.88
O 1.473889 0.300945 5.235191 -0.17 0.05 -0.49 -0.78
O 0.367050 -0.552910 2.763073 0.39 0.62 -0.22 -0.07
C 0.808528 2.578653 3.374651 0.50 0.09 -0.64 -0.27
C -0.230759 3.436377 3.720669 0.20 -0.05 -0.07 -0.41
C -0.195880 4.765278 3.322960 0.00 0.13 -0.03 -0.59
C 0.869482 5.256452 2.583639 -0.11 0.08 0.04 -0.65
C 1.927399 4.424469 2.257882 -0.02 -0.21 0.13 -0.66
C 1.904510 3.095005 2.658416 -0.44 0.11 0.21 0.38
S 3.323739 2.122202 2.228913 -0.73 -0.71 0.26 1.60
O 3.811564 2.607463 0.965271 0.08 0.22 0.07 -0.72
O 4.210125 2.130077 3.354925 0.18 0.12 -0.14 -0.75
O 2.683782 0.744707 2.088543 0.34 0.35 -0.03 -0.91
H -1.073097 0.326645 5.273088 -0.13 0.11 0.03 0.28
H -1.063088 3.050327 4.289011 -0.03 0.04 -0.06 0.57
H -1.023855 5.416712 3.577400 0.03 -0.01 0.01 0.39
H 0.874955 6.289134 2.255013 -0.01 -0.03 0.02 0.38
H 2.769523 4.778293 1.676339 -0.05 0.00 0.02 0.51
C -3.165200 -2.814923 2.608433 0.19 0.05 -0.08 -0.98
N -1.964943 -2.592459 1.803105 -0.02 0.03 -0.04 0.34
C -0.720855 -3.251495 2.212463 -0.20 0.07 -0.05 -0.61
C -1.999694 -1.681945 0.832327 0.26 -0.06 0.25 -0.30
O -1.035669 -1.285409 0.164826 0.00 -0.15 0.17 -0.40
H -3.070825 -3.771061 3.115145 0.00 -0.06 -0.02 0.34
H -4.051767 -2.847557 1.976347 0.02 0.04 -0.04 0.35
H -3.293158 -2.035591 3.361607 0.07 0.00 0.02 0.31
H -0.928197 -4.303628 2.403196 -0.04 -0.03 -0.02 0.50
H -0.305118 -2.780873 3.100305 -0.03 0.03 0.04 0.19
H 0.018002 -3.184982 1.417275 -0.06 0.03 0.01 -0.25
H -3.002108 -1.277606 0.643533 -0.01 0.01 -0.06 0.35
```
Forces are in eV/Å.



Density functional theory data (ωB97M-V/def2-TZVPD) for a cluster of 16 separate species, C48H128O16 in total.

As for the spin multiplicity: 1. As for the net charge: 0.

```
192
Properties=species:S:1:pos:R:3:forces:R:3:mulliken_charge:R:1
C -3.080331 4.411460 0.799368 -0.52 1.01 0.11 -1.17
C -3.988031 4.876599 1.970220 -0.30 -2.49 -1.64 0.17
C -4.842008 3.737467 2.565897 -0.14 0.45 0.33 -1.12
O -3.130431 5.315672 2.961876 0.46 1.06 1.15 -0.56
H -3.609654 4.278237 -0.144128 -0.26 -0.24 0.20 0.73
H -2.479500 3.524612 1.000868 -0.06 0.06 0.23 -0.08
H -2.438712 5.274481 0.621598 0.43 -0.18 -0.03 0.54
H -4.616821 5.691070 1.610557 -0.14 0.06 -0.03 0.43
H -5.497032 3.214851 1.868811 0.05 0.26 -0.13 0.45
H -5.445316 4.149201 3.374969 -0.41 0.18 -0.08 0.44
H -4.242902 3.002754 3.103827 0.47 -0.06 -0.44 -0.08
H -3.638203 5.911900 3.517107 0.25 0.09 0.38 0.27
C -1.950929 -5.385247 0.185796 0.47 0.32 0.77 -0.97
C -3.082805 -4.484379 0.731895 0.80 0.55 -0.97 0.34
C -3.057501 -3.045462 0.182274 0.34 -0.20 -0.72 0.38
O -4.312900 -5.073000 0.336583 -0.29 -0.08 0.66 -0.58
H -1.877877 -5.448301 -0.899918 -0.41 0.15 -0.14 0.14
H -2.039071 -6.392094 0.593955 -0.33 -0.06 -0.10 0.44
H -0.962426 -5.066108 0.516132 0.06 0.36 0.08 0.06
H -2.991991 -4.424966 1.816473 -0.41 -0.42 0.11 0.28
H -3.251642 -3.113979 -0.888108 -0.05 0.00 -0.22 -0.09
H -2.107988 -2.512717 0.234199 0.11 -0.27 0.35 -0.34
H -3.829940 -2.373913 0.557034 -0.12 -0.32 0.42 -0.17
H -4.175841 -5.331034 -0.577870 -0.23 -0.09 -0.15 0.40
C 5.263020 -0.719500 1.422951 -0.53 0.53 0.62 -1.39
C 5.261359 -0.866085 -0.084863 0.62 -0.13 0.96 2.48
C 6.163489 0.122862 -0.774086 -1.05 1.05 -0.10 -1.36
O 5.817148 -2.106538 -0.414415 0.43 -0.89 -0.71 -0.72
H 4.512054 -1.364035 1.879806 0.13 -0.37 -0.08 0.05
H 4.907173 0.267838 1.717284 0.28 0.29 -0.09 0.32
H 6.231249 -0.908743 1.886448 0.09 0.00 -0.15 0.38
H 4.206846 -0.852153 -0.360384 -0.14 0.44 -0.68 -0.87
H 7.185044 0.058363 -0.399434 -0.03 -0.27 -0.21 0.43
H 5.804358 1.129398 -0.559569 0.05 0.23 0.06 0.11
H 6.071137 0.013460 -1.854634 0.44 -0.19 0.00 0.34
H 5.448896 -2.778366 0.164049 -0.15 -0.42 0.33 0.33
C -5.485365 0.702991 4.631878 0.51 0.49 0.41 -1.67
C -5.641900 -0.324362 3.524110 -0.66 1.25 -0.61 0.56
C -5.242115 0.118978 2.120906 0.01 0.37 -0.52 -0.47
O -4.924906 -1.497749 3.802941 -0.14 -0.53 0.02 -0.62
H -6.008111 0.357742 5.523861 0.23 -0.04 0.10 0.40
H -5.857917 1.705497 4.421406 -0.69 -0.27 -0.59 0.45
H -4.462416 0.978392 4.888440 0.37 -0.73 0.06 0.29
H -6.700355 -0.584091 3.541907 -0.27 0.05 -0.25 0.51
H -5.718254 -0.474170 1.340154 -0.24 -0.24 0.10 0.59
H -4.176267 -0.024113 1.943219 0.21 0.13 0.32 -0.11
H -5.475217 1.154667 1.873695 -0.10 -0.06 0.27 -0.12
H -5.243311 -2.128286 3.152831 0.23 -0.48 0.08 0.24
C -1.199150 0.335185 0.412139 -0.29 0.70 0.64 0.31
C -0.303915 -0.241698 -0.638234 -0.52 0.13 0.37 2.78
C 0.629172 -1.272482 -0.125062 0.70 -1.18 1.06 -1.26
O -1.128577 -0.894193 -1.573221 0.06 -0.35 -0.85 0.07
H -0.561646 0.809821 1.158074 -0.25 0.11 0.34 -0.17
H -1.895169 -0.370820 0.865141 0.38 -0.37 0.18 -0.75
H -1.852429 1.088342 -0.028422 0.12 0.28 -0.13 -0.15
H 0.254251 0.602577 -1.042890 0.13 0.03 -0.57 -1.14
H 0.122523 -2.223173 0.041110 -0.40 -0.08 -0.26 0.49
H 0.974883 -1.052852 0.885056 0.36 0.43 -0.04 -0.21
H 1.488329 -1.510992 -0.752012 0.03 0.33 -0.20 0.00
H -1.755282 -0.257438 -1.924488 -0.40 0.41 -0.32 -0.64
C 4.342293 4.131605 0.407233 0.09 -1.00 0.75 -1.80
C 3.346205 3.036469 -0.019358 -0.04 0.31 1.11 1.26
C 2.691536 2.302504 1.167613 0.60 0.69 0.14 -0.94
O 2.284188 3.615171 -0.735757 -0.55 0.09 -1.23 -0.52
H 3.851301 4.871186 1.039736 -0.25 0.35 -0.40 0.38
H 4.913088 4.561040 -0.416086 -0.38 0.11 -0.03 0.42
H 5.059434 3.701681 1.106508 0.30 -0.25 -0.11 0.43
H 3.831519 2.339961 -0.703064 -0.06 -0.01 -0.05 -0.35
H 3.426516 1.921196 1.876495 -0.02 -0.29 -0.16 0.08
H 1.967436 1.545436 0.866593 0.28 -0.18 -0.18 0.12
H 2.121979 3.054640 1.713511 -0.14 0.14 0.17 0.40
H 1.825654 4.302446 -0.246889 0.13 0.02 0.33 0.36
C -1.480316 -3.792305 -3.718949 -0.34 -1.20 -0.15 -1.32
C -0.077492 -3.284788 -3.898070 0.68 1.06 0.12 1.09
C 0.614527 -3.744849 -5.202453 -0.35 -0.53 0.90 -1.96
O -0.071305 -1.861104 -3.827489 0.25 0.00 -0.78 1.26
H -1.403171 -4.860687 -3.517186 -0.13 -0.38 -0.45 0.45
H -2.076660 -3.622032 -4.615312 -0.07 -0.05 -0.01 0.27
H -2.044096 -3.462056 -2.846484 0.38 0.75 0.03 0.05
H 0.495731 -3.498885 -2.996023 0.40 -1.15 -0.16 0.13
H 0.702052 -4.827488 -5.111179 0.01 -0.17 -0.25 0.45
H 1.627891 -3.365604 -5.334194 -0.20 0.24 0.23 0.33
H 0.039719 -3.512540 -6.098964 -0.13 0.11 0.17 0.43
H -0.296414 -1.680602 -2.911873 -0.43 0.88 0.37 -0.36
C -1.606701 0.673737 -5.137479 -0.64 -0.50 -0.31 -0.60
C -1.190785 0.009625 -6.462045 -0.25 0.17 0.36 0.52
C -0.726244 1.065324 -7.441100 -0.68 0.65 0.17 -1.36
O -0.160993 -0.904953 -6.281735 1.01 -0.27 -0.63 -0.55
H -0.814864 1.281576 -4.699715 -0.05 0.17 -0.14 -0.25
H -1.925994 -0.048314 -4.385955 0.31 -0.30 -0.07 0.04
H -2.529423 1.227868 -5.309580 0.18 0.58 -0.05 0.64
H -2.044529 -0.553816 -6.838523 -0.47 0.16 -0.27 0.32
H -0.365457 0.740037 -8.416864 0.27 -0.40 0.33 0.35
H -0.002935 1.671260 -6.895435 0.34 0.02 -0.41 0.18
H -1.567153 1.722251 -7.663398 -0.16 0.17 0.03 0.40
H -0.207009 -1.271258 -5.395561 0.01 -0.01 0.57 0.22
C -1.620422 -0.711565 4.255198 0.14 0.60 -0.39 0.74
C -2.067734 -1.975114 4.957670 -0.62 -0.05 0.64 0.98
C -1.017183 -2.572508 5.881497 0.38 -0.39 -0.61 -1.39
O -3.253145 -1.807959 5.735198 0.92 0.08 0.77 -0.71
H -0.943686 -0.947684 3.433990 0.26 -0.18 0.02 -0.22
H -1.127447 0.044403 4.866415 -0.04 -0.17 0.34 -0.16
H -2.456797 -0.215152 3.763114 -0.25 -0.05 0.11 -0.53
H -2.274260 -2.661596 4.136581 -0.09 -0.52 0.00 -0.26
H -1.342559 -3.482596 6.385471 -0.41 0.15 0.00 0.45
H -0.650295 -1.876406 6.635775 -0.14 0.18 -0.06 0.28
H -0.179502 -2.891262 5.261195 0.30 0.20 0.04 0.29
H -4.013794 -1.669684 5.166085 0.05 -0.04 -0.34 0.44
C 5.769262 -4.563540 -3.106579 -0.17 -0.95 -0.02 -1.22
C 5.034978 -3.372612 -3.717689 -0.09 0.47 1.47 0.11
C 3.558421 -3.292863 -3.268968 -0.21 -0.73 -0.05 0.19
O 5.661882 -2.192468 -3.218467 0.28 0.43 -1.29 -0.52
H 5.330526 -5.543903 -3.292271 -0.59 0.05 -0.24 0.39
H 5.774874 -4.474790 -2.020216 0.12 0.20 0.11 0.12
H 6.790695 -4.727761 -3.449802 0.13 0.69 -0.03 0.33
H 5.153364 -3.346502 -4.800926 -0.21 -0.04 0.00 0.33
H 2.968536 -2.520701 -3.762831 0.29 0.02 -0.20 -0.43
H 3.450987 -3.102155 -2.201166 0.57 0.27 0.24 -0.24
H 3.031084 -4.241983 -3.364829 -0.03 -0.20 -0.51 0.54
H 5.840186 -2.287127 -2.279928 -0.08 -0.18 0.58 0.44
C 3.753485 -5.932057 2.090119 0.32 -0.16 -1.10 -1.55
C 3.732282 -4.753207 1.102262 -2.23 -0.40 2.49 0.36
C 2.420048 -4.039067 1.498180 -0.92 0.02 -1.30 -0.76
O 4.796503 -3.882899 1.387345 0.66 -0.04 -0.54 -0.66
H 3.443766 -5.634482 3.091926 0.45 0.26 0.10 0.32
H 4.759255 -6.349771 2.044819 -0.19 -0.48 0.40 0.43
H 2.970923 -6.623393 1.777473 0.33 -0.41 -0.09 0.42
H 3.738408 -5.106157 0.071000 0.30 0.35 0.02 0.46
H 2.482059 -3.493528 2.439803 0.46 0.32 -0.12 0.38
H 1.581089 -4.708908 1.686757 0.17 -0.57 -0.10 0.49
H 2.027352 -3.425522 0.687346 0.29 0.56 0.18 -0.39
H 4.678360 -3.656934 2.312856 0.28 0.27 0.17 0.34
C 3.431002 0.291130 6.149478 -0.15 -0.02 0.62 -1.39
C 2.215314 -0.263056 5.440254 1.24 1.05 -1.81 0.66
C 2.255712 0.035011 3.962154 0.24 0.77 -0.55 0.18
O 2.296010 -1.645056 5.460242 -0.79 -1.38 0.94 -0.54
H 3.239962 1.317672 6.462249 0.47 0.12 -0.13 0.32
H 4.340337 0.146366 5.566160 -0.10 0.42 -0.29 0.30
H 3.625095 -0.311997 7.036424 -0.20 0.14 0.37 0.44
H 1.290313 0.191395 5.795152 -0.27 -0.42 0.60 0.04
H 2.491280 1.083529 3.779919 -0.52 0.22 -0.01 0.36
H 1.313678 -0.265845 3.503734 0.01 0.20 -0.16 -0.65
H 3.072565 -0.477904 3.454454 0.02 -0.40 0.25 -0.07
H 2.167352 -1.860854 6.386785 0.02 -0.73 0.13 0.39
C 2.396294 1.519430 -5.236969 -0.92 0.32 1.42 -1.70
C 2.105315 1.673998 -3.695728 1.92 -0.38 -0.99 2.77
C 2.713801 0.531097 -2.851607 -0.77 0.16 -0.28 0.37
O 2.663735 2.927469 -3.333909 -0.09 -0.09 -0.42 -0.67
H 1.847672 0.642120 -5.579669 0.28 -0.05 -0.34 0.28
H 3.455218 1.517044 -5.495361 0.05 -0.41 0.39 0.41
H 2.006896 2.415092 -5.720971 -0.26 -0.02 -0.09 0.45
H 1.032500 1.653398 -3.504020 -0.31 0.12 -0.19 -1.12
H 2.218066 -0.395169 -3.142093 0.10 -0.20 -0.10 -0.76
H 2.434852 0.686103 -1.809368 0.12 0.11 0.27 -0.77
H 3.794251 0.402488 -2.916265 -0.02 0.20 -0.24 0.57
H 2.462923 3.100931 -2.411312 -0.14 0.27 0.33 0.15
C -0.645193 4.210274 -2.073635 -0.48 0.30 1.14 -0.26
C -1.609098 4.769585 -3.099007 2.28 0.14 -0.18 0.26
C -0.878755 4.747390 -4.429648 -0.35 0.21 -1.45 -1.27
O -2.753023 3.971495 -3.099984 -1.19 -0.35 -0.04 -0.41
H 0.341796 4.668291 -2.138258 -0.03 -0.19 -0.29 0.49
H -0.589721 3.124029 -2.145129 0.23 -0.02 -0.34 -0.33
H -1.016232 4.409870 -1.068346 -0.03 0.00 0.17 -0.10
H -1.888624 5.794721 -2.855998 0.02 0.14 0.10 0.41
H -0.246279 3.884621 -4.638721 -0.06 -0.28 0.57 0.01
H -0.241266 5.610863 -4.619740 -0.01 0.17 0.42 0.42
H -1.595668 4.746228 -5.250705 -0.24 0.12 -0.12 0.43
H -3.468241 4.482231 -3.486292 -0.13 -0.08 -0.15 0.23
C -0.566998 4.926633 5.421916 -0.34 -0.65 0.20 -1.73
C -0.107198 4.192445 4.149602 -0.03 -0.24 -0.13 0.29
C -0.696034 2.746760 4.010681 0.27 0.87 0.03 0.37
O -0.408714 4.972147 2.988945 0.71 -0.40 0.47 -0.54
H -0.243432 5.966447 5.468775 -0.14 -0.01 -0.37 0.38
H -0.217078 4.473338 6.349378 0.40 -0.32 -0.11 0.46
H -1.648054 4.830271 5.522537 -0.25 0.42 -0.21 0.33
H 0.979892 4.134045 4.203765 0.11 -0.10 -0.20 0.47
H -1.640029 2.746256 3.465723 -0.40 0.37 0.42 -0.39
H -0.817250 2.330808 5.010886 -0.09 -0.28 -0.13 0.43
H -0.106646 2.083577 3.377518 0.55 0.08 0.27 -0.39
H -1.359229 5.099366 3.032982 -0.46 0.24 -0.32 0.38
C -4.650006 -0.300871 -1.655948 -0.45 0.14 -0.41 -0.85
C -4.530333 1.102053 -2.229821 -0.34 -0.61 0.72 0.57
C -5.195185 2.102686 -1.293158 -0.30 0.95 -0.43 -1.28
O -3.171680 1.389071 -2.391952 0.79 -0.60 0.44 0.16
H -4.366154 -1.032988 -2.411947 0.23 -0.15 0.20 0.35
H -5.696923 -0.475385 -1.407728 -0.08 -0.14 0.03 0.64
H -4.071856 -0.409042 -0.738267 0.18 0.01 -0.11 -0.38
H -4.960184 1.100669 -3.231486 -0.60 0.17 -0.02 0.33
H -6.280831 2.149981 -1.378190 -0.13 -0.48 -0.02 0.51
H -4.892334 3.112941 -1.568432 0.21 0.11 -0.04 0.28
H -4.940890 1.989819 -0.239260 0.21 -0.34 -0.06 0.02
H -3.102502 2.259332 -2.791277 0.46 0.49 -0.12 -0.06
```
Forces are in eV/Å.



LUMO energy values, unit eV, following the record order: 1.67 0.21.
Energy relative to the best compared isomer or geometry (same formula, charge and spin) values, unit kJ/mol, following the record order: 116.3 324.4.